[1]
This record from the Open Molecules 2025 dataset describes one molecule with the formula C15H20N2O2. The level of theory is wB97M-V/def2-TZVPD.

```
39
Properties=species:S:1:pos:R:3:forces:R:3
C 1.9470 -1.1783 4.3507 0.12 -6.64 -7.43
C 1.3262 -0.9887 2.8703 3.05 -0.62 3.44
C 2.5358 -0.9169 1.9442 -12.76 -14.74 -0.10
C 1.9163 -1.0974 0.6216 -1.27 -0.10 -3.30
N 1.7010 -2.2180 -0.0631 0.39 3.93 -2.55
C 1.3073 -1.6232 -1.4411 0.88 -0.20 5.66
C 1.1092 -0.3069 -1.3390 -0.51 0.74 -1.60
C 0.4299 0.6820 -2.3223 -3.19 -5.87 -0.17
O 1.3070 1.5981 -2.7511 1.20 1.92 0.37
C -0.9963 1.0003 -1.6157 10.34 11.81 -2.16
C -1.2429 2.4895 -1.2403 5.31 -5.70 -2.65
C -2.3645 2.8137 -0.7072 0.85 3.78 -0.06
C -3.3474 1.9713 -0.7613 -3.42 -8.23 1.18
C -3.2355 0.5013 -0.9477 5.08 7.93 -1.97
C -1.9214 0.2370 -1.5282 -11.71 -13.10 1.91
O -1.7524 -1.2999 -1.8942 5.04 5.53 -0.33
C -2.7386 -2.1849 -1.7664 -1.25 -0.07 1.23
N 1.4376 0.0842 -0.0842 2.01 -13.34 -1.71
C 1.5966 1.2246 0.3160 -0.64 16.37 6.66
H 1.3457 -0.9465 5.0384 -5.74 0.27 5.61
H 2.5781 -0.5235 4.5900 5.83 5.90 0.64
H 2.5857 -2.1188 4.4691 -1.63 0.76 -0.11
H 0.6625 -1.8469 2.6403 0.55 0.77 -0.17
H 0.8534 -0.0539 2.8354 -1.30 1.19 0.05
H 3.0416 -2.0677 2.0420 -1.17 2.81 -0.08
H 3.2605 -0.4688 1.8523 12.74 9.82 -0.16
H 0.9593 -2.2735 -2.1070 -1.11 -2.33 -2.85
H 0.0921 -0.0517 -3.2317 0.72 1.63 1.91
H 0.9460 2.2337 -3.3620 -0.45 0.17 -0.40
H -0.4006 3.1000 -1.4688 0.39 0.64 0.32
H -2.4651 3.8016 -0.4026 -0.65 1.72 0.61
H -4.2335 2.2159 -0.3113 -2.41 0.87 0.81
H -4.0866 0.0559 -0.6836 -2.67 -2.81 0.41
H -2.3585 -3.1837 -2.0052 -0.17 0.21 -0.14
H -3.4614 -1.7985 -2.4498 -1.80 -0.84 -0.31
H -3.0131 -2.1431 -0.7072 -1.00 -0.66 -0.03
H 1.9152 2.0401 -0.4295 -0.64 -1.37 0.67
H 2.2473 1.6595 1.2833 -0.97 -2.43 -2.28
H 0.5169 1.5821 0.7670 1.97 0.27 -0.92
```
Forces are in eV/Å.

For the HOMO energy, the calculation gives -7.98 eV. For the LUMO energy, the calculation gives 0.5 eV. The calculation puts the max |F| at 19.492 eV/Å. The total energy comes out at -22942.489 eV. The SMILES is CCCc1ncc([C@H](O)c2ccccc2OC)n1C. Its frontier orbital gap is 8.502 eV.

Löwdin atomic charge list, values in e, 2 entries:
1. C -0.0518
2. C -0.1512


[2]
This record from the Open Molecules 2025 dataset describes HNO4S as an isolated structure. The level of theory is wB97M-V/def2-TZVPD.

```
7
Properties=species:S:1:pos:R:3:forces:R:3
N -0.5930 0.6887 0.4913 -0.41 2.73 -0.77
O -0.7152 -2.2084 2.0918 0.77 0.94 -1.04
O 0.2670 -1.8808 -0.1264 1.38 -1.50 -3.25
O -1.3918 -0.2606 0.5839 -0.97 0.67 -0.27
O 0.7784 -0.3044 1.6600 0.08 -0.21 -0.43
S -0.0148 -1.4060 1.1304 -0.56 -1.52 4.66
H -0.0170 0.7055 -0.4270 -0.28 -1.12 1.11
```
Forces are in eV/Å.

For the HOMO energy (spin up / spin down), the calculation gives -11.32 / -11.32 eV. For the LUMO energy (spin up / spin down), the calculation gives -2.9 / -2.9 eV. The calculation puts the max |F| at 4.928 eV/Å. The total energy comes out at -20525.597 eV. Its frontier orbital gap (spin up / spin down) is 8.407 / 8.404 eV.

Löwdin atomic charge list, values in e, 2 entries:
1. N 0.1100
2. O -0.1941


[3]
This record from the Open Molecules 2025 dataset describes a 2-piece molecular cluster, H12N2Si4 overall. The level of theory is wB97M-V/def2-TZVPD.

```
18
Properties=species:S:1:pos:R:3:forces:R:3
N -0.9794 0.5653 -0.4120 -0.64 -1.45 -0.61
N 1.2119 -0.9034 0.0416 -1.00 0.32 -0.66
Si -1.1527 1.7460 0.7765 1.72 2.01 0.60
Si -1.6594 -0.4023 -1.6925 -1.95 0.15 1.11
Si 0.7584 -1.4140 1.5536 -1.32 -0.03 2.43
Si 2.2595 0.0840 -0.8292 0.16 -1.14 2.35
H -2.1557 2.7164 0.2856 -0.24 -0.21 -0.23
H -1.4756 1.5741 2.2483 0.19 -0.42 -0.74
H 0.1999 2.5476 0.6040 -1.10 -0.67 0.64
H -1.1903 0.1122 -2.9277 0.74 0.04 -1.09
H -1.6945 -1.8722 -1.5558 0.59 0.06 0.09
H -3.2030 -0.1512 -1.7942 1.13 0.16 0.37
H 1.8247 -2.3617 2.0515 -0.29 0.55 -0.04
H -0.4833 -2.1138 1.3575 -0.60 -0.81 -0.12
H 0.1600 -0.4058 2.6410 1.29 -0.60 -0.94
H 3.2851 -0.6691 -0.0568 0.96 0.08 -0.53
H 2.0576 -0.3968 -2.1221 0.22 0.42 -2.05
H 2.2367 1.3445 -0.1694 0.16 1.53 -0.57
```
Forces are in eV/Å.

For the HOMO energy (spin up / spin down), the calculation gives -9.75 / -9.63 eV. For the LUMO energy (spin up / spin down), the calculation gives -2.3 / -1.7 eV. The calculation puts the max |F| at 2.761 eV/Å. The total energy comes out at -34679.972 eV. Its frontier orbital gap (spin up / spin down) is 7.454 / 7.975 eV.

Löwdin atomic charge list, values in e, 2 entries:
1. N -0.3535
2. N -0.3824


[4]
This record from the Open Molecules 2025 dataset describes C8H24O8Sr as an isolated structure. The level of theory is wB97M-V/def2-TZVPD.

```
41
Properties=species:S:1:pos:R:3:forces:R:3
Sr -0.1248 0.0422 0.1182 -0.34 -0.37 -0.25
C 2.6379 1.2348 1.5174 0.15 0.81 0.37
C 1.7544 0.7083 2.6306 0.28 0.06 -0.64
O 1.0871 -0.5245 2.2975 0.00 0.31 -0.10
O 1.8877 1.7206 0.3562 0.52 -0.63 1.12
H 3.4420 0.5775 1.1879 -0.20 -0.32 0.09
H 3.0999 2.0944 2.0207 0.15 0.02 -0.35
H 1.0215 1.4984 2.8270 -0.14 -0.25 0.24
H 2.3975 0.5829 3.4983 -0.12 -0.04 0.13
H 1.2563 -1.1952 2.9643 0.06 0.01 0.04
H 2.5469 2.2452 -0.1101 -0.34 0.12 -0.44
C -2.3058 2.7803 -0.3401 0.38 0.21 -0.09
C -2.6614 1.9249 -1.5146 -0.03 -0.45 0.18
O -2.4997 0.5544 -1.1181 0.44 -0.11 0.03
O -0.9458 2.4731 0.0924 -0.62 -0.01 -0.20
H -2.9911 2.6184 0.4885 -0.01 0.05 0.06
H -2.3438 3.8128 -0.6854 -0.12 0.10 0.26
H -1.9936 2.1522 -2.3480 -0.14 0.06 -0.15
H -3.7044 2.0935 -1.7803 0.04 0.19 -0.18
H -2.7979 -0.0184 -1.8324 -0.14 -0.03 0.05
H -0.4937 3.3053 0.2527 0.19 -0.05 0.10
C 2.4605 -0.8502 -2.0849 -0.26 0.95 0.50
C 1.3503 -0.3217 -2.9477 -0.71 -0.80 -0.63
O 0.5300 0.6241 -2.2064 0.62 -0.27 -0.78
O 1.8711 -1.4727 -0.9148 0.22 0.23 -0.64
H 3.0433 0.0118 -1.7395 0.21 -0.20 -0.10
H 3.0984 -1.5326 -2.6382 -0.04 -0.11 -0.05
H 0.6993 -1.1395 -3.2882 0.08 -0.05 0.31
H 1.6992 0.1124 -3.8858 0.40 0.31 0.31
H 0.1228 1.1671 -2.8880 -0.20 0.25 0.24
H 2.4633 -2.1836 -0.6546 -0.13 -0.11 0.28
C -1.4883 -3.1956 0.8330 -0.87 0.06 -0.12
C -1.7239 -2.2689 2.0133 0.31 0.42 0.13
O -2.0013 -0.8880 1.6545 0.30 -0.52 -0.33
O -0.7209 -2.5770 -0.2130 -0.05 0.23 0.66
H -2.4430 -3.5307 0.4200 0.02 0.10 -0.02
H -0.9856 -4.0717 1.2485 0.11 -0.01 -0.16
H -0.8272 -2.2744 2.6366 -0.10 -0.02 0.16
H -2.5754 -2.6429 2.5773 0.11 -0.22 0.11
H -2.1951 -0.4237 2.4765 -0.18 -0.01 -0.02
H -0.6470 -3.2235 -0.9211 0.16 0.08 -0.13
```
Forces are in eV/Å.

For the HOMO energy, the calculation gives -16.92 eV. For the LUMO energy, the calculation gives -5.3 eV. The calculation puts the max |F| at 1.391 eV/Å. The total energy comes out at -25889.515 eV. Its net charge is +2. Its frontier orbital gap is 11.628 eV.

Löwdin atomic charge list, values in e, 2 entries:
1. Sr 1.6721
2. C -0.1871


What did the fourth record say?
This record from the Open Molecules 2025 dataset describes C8H24O8Sr as an isolated structure. The level of theory is wB97M-V/def2-TZVPD.

```
41
Properties=species:S:1:pos:R:3:forces:R:3
Sr -0.1248 0.0422 0.1182 -0.34 -0.37 -0.25
C 2.6379 1.2348 1.5174 0.15 0.81 0.37
C 1.7544 0.7083 2.6306 0.28 0.06 -0.64
O 1.0871 -0.5245 2.2975 0.00 0.31 -0.10
O 1.8877 1.7206 0.3562 0.52 -0.63 1.12
H 3.4420 0.5775 1.1879 -0.20 -0.32 0.09
H 3.0999 2.0944 2.0207 0.15 0.02 -0.35
H 1.0215 1.4984 2.8270 -0.14 -0.25 0.24
H 2.3975 0.5829 3.4983 -0.12 -0.04 0.13
H 1.2563 -1.1952 2.9643 0.06 0.01 0.04
H 2.5469 2.2452 -0.1101 -0.34 0.12 -0.44
C -2.3058 2.7803 -0.3401 0.38 0.21 -0.09
C -2.6614 1.9249 -1.5146 -0.03 -0.45 0.18
O -2.4997 0.5544 -1.1181 0.44 -0.11 0.03
O -0.9458 2.4731 0.0924 -0.62 -0.01 -0.20
H -2.9911 2.6184 0.4885 -0.01 0.05 0.06
H -2.3438 3.8128 -0.6854 -0.12 0.10 0.26
H -1.9936 2.1522 -2.3480 -0.14 0.06 -0.15
H -3.7044 2.0935 -1.7803 0.04 0.19 -0.18
H -2.7979 -0.0184 -1.8324 -0.14 -0.03 0.05
H -0.4937 3.3053 0.2527 0.19 -0.05 0.10
C 2.4605 -0.8502 -2.0849 -0.26 0.95 0.50
C 1.3503 -0.3217 -2.9477 -0.71 -0.80 -0.63
O 0.5300 0.6241 -2.2064 0.62 -0.27 -0.78
O 1.8711 -1.4727 -0.9148 0.22 0.23 -0.64
H 3.0433 0.0118 -1.7395 0.21 -0.20 -0.10
H 3.0984 -1.5326 -2.6382 -0.04 -0.11 -0.05
H 0.6993 -1.1395 -3.2882 0.08 -0.05 0.31
H 1.6992 0.1124 -3.8858 0.40 0.31 0.31
H 0.1228 1.1671 -2.8880 -0.20 0.25 0.24
H 2.4633 -2.1836 -0.6546 -0.13 -0.11 0.28
C -1.4883 -3.1956 0.8330 -0.87 0.06 -0.12
C -1.7239 -2.2689 2.0133 0.31 0.42 0.13
O -2.0013 -0.8880 1.6545 0.30 -0.52 -0.33
O -0.7209 -2.5770 -0.2130 -0.05 0.23 0.66
H -2.4430 -3.5307 0.4200 0.02 0.10 -0.02
H -0.9856 -4.0717 1.2485 0.11 -0.01 -0.16
H -0.8272 -2.2744 2.6366 -0.10 -0.02 0.16
H -2.5754 -2.6429 2.5773 0.11 -0.22 0.11
H -2.1951 -0.4237 2.4765 -0.18 -0.01 -0.02
H -0.6470 -3.2235 -0.9211 0.16 0.08 -0.13
```
Forces are in eV/Å.

For the HOMO energy, the calculation gives -16.92 eV. For the LUMO energy, the calculation gives -5.3 eV. The calculation puts the max |F| at 1.391 eV/Å. The total energy comes out at -25889.515 eV. Its net charge is +2. Its frontier orbital gap is 11.628 eV.

Löwdin atomic charge list, values in e, 2 entries:
1. Sr 1.6721
2. C -0.1871